# 1
{
  "formula": "C22H29I2N2O3P2Pd",
  "method": "ωB97M-V/def2-TZVPD",
  "total_energy_ev": -70637.2892,
  "total_charge": 3,
  "molar_mass_g_mol": 791.66,
  "homo_ev": [-16.1, -16.0],
  "multiplicity": 5,
  "de_lowest_kcal_mol": 0.0,
  "homo_lumo_gap_ha": [0.1578, 0.0879],
  "elements": ["I", "I", "Pd", "P", "P", "O", "O", "O", "N", "N", "C", "C", "C", "C", "C", "C", "C", "C", "C", "C", "C", "C", "C", "C", "C", "C", "C", "C", "C", "C", "C", "C", "H", "H", "H", "H", "H", "H", "H", "H", "H", "H", "H", "H", "H", "H", "H", "H", "H", "H", "H", "H", "H", "H", "H", "H", "H", "H", "H", "H", "H"],
  "positions_angstrom": [[0.35786, -0.04699, -7.21793], [-0.30429, 2.45956, -6.47621], [0.06224, 0.80931, -2.24381], [2.33873, 0.53148, -2.46632], [-2.21026, 0.45532, -2.46045], [1.07904, 2.52726, 0.26455], [-0.22912, 3.86223, -2.07889], [-0.32155, -1.86729, 0.10402], [0.21256, 0.38480, -0.13218], [0.38887, 1.03212, 1.96056], [0.61234, 1.44746, 0.66175], [-1.57857, -1.38769, 3.76302], [-3.17951, 1.95350, -2.05804], [1.90710, -2.10304, 2.11806], [3.33599, -2.25311, 4.05717], [-2.32804, 0.35017, 2.26409], [3.00100, -2.66815, 2.77699], [1.48033, -0.70655, 4.03792], [-3.57506, 0.36603, 2.89324], [3.06284, -0.67023, -1.30291], [2.56765, -1.27893, 4.69524], [2.99636, 0.06365, -4.08321], [1.18010, -1.07984, 2.72617], [-2.86137, -0.03468, -4.08457], [-0.07634, -0.73719, 0.56144], [3.23731, 2.06150, -2.05373], [-3.81154, -0.48138, 3.97511], [0.06005, 2.74613, -1.94990], [-2.81840, -1.35140, 4.40868], [-1.31994, -0.49651, 2.71923], [0.03290, -0.36235, 2.04227], [-2.95467, -0.76270, -1.32095], [-0.80907, -2.08486, 4.09614], [2.81866, -0.92907, 5.69219], [0.87127, 0.04210, 4.54861], [-2.99340, -2.00177, 5.26229], [-2.80412, -0.45045, -0.28058], [-4.25917, 1.75021, -2.10331], [4.14828, -0.74894, -1.44855], [2.59325, -1.64447, -1.46901], [3.59472, -3.41408, 2.25567], [2.72575, 0.80319, -4.83959], [-2.92545, 2.75235, -2.76097], [4.18071, -2.69944, 4.57056], [-4.03053, -0.88243, -1.49955], [0.72535, 1.59946, 2.72481], [4.32106, 1.89085, -2.07175], [-2.39828, -0.97504, -4.39509], [-4.77186, -0.44938, 4.47811], [4.08801, -0.03552, -4.05428], [-3.95041, -0.16870, -4.06168], [1.63813, -2.46113, 1.12581], [-2.91582, 2.28348, -1.04794], [-4.33191, 1.05976, 2.53794], [2.55578, -0.88965, -4.38470], [2.97034, 2.83924, -2.77476], [-2.46043, -1.72636, -1.47116], [-2.10756, 1.03074, 1.43958], [2.93857, 2.39551, -1.05524], [2.85846, -0.36167, -0.27216], [-2.61490, 0.71358, -4.84181]],
  "atomic_forces_ev_per_a": [[-0.44, 1.58, 0.32], [0.45, -1.53, -0.61], [0.35, -1.54, 0.30], [2.19, 0.44, 0.66], [-2.38, 0.13, 0.40], [-1.03, -1.69, 0.67], [1.25, -3.88, 0.56], [0.21, 2.60, 0.96], [-0.05, 0.65, -1.45], [-0.06, 1.66, -0.91], [0.21, 0.47, 0.57], [-1.03, -0.84, 1.38], [0.10, -0.04, -0.13], [0.13, 0.18, -0.12], [-0.05, 0.01, 0.07], [-2.58, 1.28, 0.18], [-0.13, 0.13, -0.13], [0.40, -0.01, 0.02], [1.30, 0.90, -1.67], [-0.35, -0.22, -0.08], [-0.23, 0.23, -0.12], [-0.18, -0.30, -0.39], [-0.09, -1.04, 0.34], [0.15, -0.21, -0.31], [-0.34, -2.25, -1.37], [-0.09, -0.01, -0.04], [-0.93, 0.56, 0.03], [-1.31, 4.95, -0.40], [2.29, -1.22, 0.06], [1.29, -0.49, -0.23], [0.54, -0.34, 1.10], [0.29, -0.27, -0.06], [-0.20, 0.25, -0.10], [-0.02, -0.21, -0.09], [0.21, -0.08, -0.04], [-0.01, 0.08, -0.19], [0.03, -0.09, -0.29], [0.33, 0.04, -0.02], [-0.27, 0.08, -0.06], [0.15, 0.01, 0.10], [-0.12, 0.02, 0.22], [0.09, 0.10, 0.09], [-0.14, 0.00, 0.13], [-0.06, 0.09, -0.06], [0.22, 0.19, -0.11], [0.07, -0.23, 0.14], [-0.24, 0.02, -0.08], [-0.10, -0.01, 0.06], [0.04, -0.06, 0.00], [-0.21, 0.05, 0.06], [0.24, 0.07, 0.09], [0.09, 0.09, 0.26], [-0.07, 0.03, -0.13], [0.02, -0.20, 0.16], [0.14, -0.05, 0.02], [0.15, 0.01, 0.07], [-0.09, 0.06, 0.19], [-0.17, -0.15, 0.27], [0.06, -0.05, -0.19], [0.06, -0.01, -0.21], [-0.08, 0.05, 0.11]],
  "lowdin_spin": [0.558, 0.453, 1.173, 0.135, 0.091, 0.023, 0.019, 0.013, 0.201, 0.047, 0.015, 0.053, 0.000, 0.004, 0.001, 0.112, 0.002, 0.002, 0.047, 0.019, 0.005, 0.051, 0.005, 0.037, 0.041, 0.003, 0.287, 0.153, 0.097, 0.260, 0.038, 0.012, -0.001, 0.000, 0.001, 0.001, 0.000, 0.000, 0.003, 0.001, 0.000, 0.002, 0.001, 0.000, 0.002, 0.001, 0.001, 0.002, 0.011, 0.008, 0.006, 0.000, 0.000, -0.001, 0.002, 0.001, 0.001, 0.001, 0.000, 0.000, 0.002]
}

=====

# 2
{
  "formula": "C22H68N16O10",
  "method": "ωB97M-V/def2-TZVPD",
  "total_energy_ev": -68235.6171,
  "smiles": "COC[C@H](C)N.COC[C@H](C)N.COC[C@H](C)N.COC[C@H](C)N.NC(N)=O.NC(N)=O.NC(N)=O.NC(N)=O.NC(N)=O.NC(N)=O",
  "molar_mass_g_mol": 716.89,
  "homo_ev": -8.4,
  "de_lowest_kcal_mol": 63.5,
  "homo_lumo_gap_ha": 0.3021,
  "elements": ["O", "O", "O", "O", "O", "O", "O", "O", "O", "O", "N", "N", "N", "N", "N", "N", "N", "N", "N", "N", "N", "N", "N", "N", "N", "N", "C", "C", "C", "C", "C", "C", "C", "C", "C", "C", "C", "C", "C", "C", "C", "C", "C", "C", "C", "C", "C", "C", "H", "H", "H", "H", "H", "H", "H", "H", "H", "H", "H", "H", "H", "H", "H", "H", "H", "H", "H", "H", "H", "H", "H", "H", "H", "H", "H", "H", "H", "H", "H", "H", "H", "H", "H", "H", "H", "H", "H", "H", "H", "H", "H", "H", "H", "H", "H", "H", "H", "H", "H", "H", "H", "H", "H", "H", "H", "H", "H", "H", "H", "H", "H", "H", "H", "H", "H", "H"],
  "positions_angstrom": [[6.08394, 1.00203, -2.91647], [-1.28582, -4.89993, -0.42240], [1.99863, 4.80525, 4.07956], [1.06950, 0.27479, -2.49546], [-5.54991, 0.45501, -2.57200], [3.28717, 2.41542, 4.40414], [-1.59721, 1.22361, -5.83882], [1.93291, -0.97364, 0.52140], [-1.48855, 0.26569, 6.32603], [-0.87694, 2.97441, 0.77153], [3.75610, 1.63254, -0.01410], [2.09579, -1.69780, -2.16349], [-0.71575, -0.33622, 4.25697], [-1.96313, 4.64614, -0.33036], [-1.80916, 2.55817, -1.25622], [0.18213, 3.52787, 3.43590], [-1.69454, -0.02252, -3.93704], [4.37220, 2.89731, 2.43854], [-3.04446, -5.04993, 1.91594], [-4.58784, -0.31760, 0.93204], [-2.58833, 0.94603, 4.45211], [0.88952, 5.30079, 2.20342], [-1.30100, -1.04062, -5.93922], [-1.38244, 0.34470, 1.55064], [1.97392, -0.85082, -4.28912], [3.41457, 0.86191, 2.77641], [-0.41453, -0.71516, 1.21787], [4.91794, 0.86639, -2.12986], [-5.21582, 1.83945, -0.01271], [-1.74641, -4.37060, 1.87405], [1.68525, -0.67653, -2.98160], [0.95451, -0.03607, 0.97569], [-0.89623, -1.33007, -0.11581], [3.67027, 2.12476, 3.27822], [5.00185, 1.43127, -0.70845], [-1.15844, -4.43290, 3.31857], [-0.20338, -5.12200, -1.32097], [-0.76934, -5.05345, 0.90815], [1.11618, 4.50983, 3.27972], [-4.79350, -0.19598, -1.59639], [6.07764, 2.07160, -3.82433], [-1.53551, 3.36940, -0.20278], [5.87912, 0.50722, 0.11413], [-1.62352, 0.23574, 5.10826], [-1.55812, 0.12840, -5.29798], [-5.19502, 0.34398, -0.23365], [-5.32786, -0.01711, -3.89336], [2.34770, -1.87911, 1.51950], [-0.20312, -2.13416, -0.38884], [0.56729, 2.82805, 4.06224], [-0.45368, 3.24455, 2.71348], [0.61420, -4.42661, -1.11766], [0.19068, 5.04594, 1.52656], [0.20407, -4.58226, 1.07548], [7.08164, 2.27071, -4.19375], [-2.08972, 0.75486, -3.44627], [2.86373, -1.49726, 2.39830], [-0.70807, -6.11169, 1.18276], [-5.23135, -0.46822, 1.69888], [3.69301, 0.62673, 1.84031], [-0.88288, -0.59767, -0.92252], [-0.80867, -5.43758, 3.55245], [-0.60876, -4.93605, -2.31799], [-5.67108, 0.71311, -4.61792], [6.84084, 0.25649, -0.33341], [0.99450, 0.85715, 0.35501], [1.57777, -2.63018, 1.73335], [5.34386, 2.47366, -0.70767], [-2.98911, 1.64751, 5.05269], [-1.08089, 1.25232, 1.17277], [-1.38238, -1.88543, -5.40674], [2.59515, -1.60582, -4.51348], [-1.00089, -1.08603, -6.89369], [1.18810, 6.25836, 2.21620], [2.43597, -2.54536, -2.57467], [-6.26963, 0.14926, -0.09341], [2.05796, -1.47135, -1.16979], [-0.31022, -3.74308, 3.29688], [-1.88369, -3.35357, 1.50122], [-1.86789, -1.82318, -0.06151], [3.15794, 0.81778, 0.09473], [-1.87273, -4.06659, 4.05064], [3.11899, 2.30421, -0.42963], [4.73769, -0.20800, -2.03701], [-4.33750, -0.42864, -4.09847], [6.19205, 1.04029, 1.02155], [-5.96470, -0.90772, -3.99667], [-0.92452, -0.59566, 3.30161], [-5.72467, 2.11859, 0.90783], [-2.29090, 2.97338, -2.03229], [-1.50258, 1.60301, -1.27820], [2.77573, 0.30375, 3.31005], [1.28357, 0.34180, 1.95313], [-1.62097, -0.93204, -3.52446], [0.17148, -6.14938, -1.33351], [4.02569, 1.31347, -2.58599], [-2.79234, 0.78948, 3.48391], [-3.69152, -0.21312, -1.61959], [-2.33947, 0.17416, 1.25858], [4.55927, 2.72549, 1.46896], [5.37093, -0.38641, 0.48183], [-5.08310, -1.25399, -1.70185], [1.61934, -0.31127, -5.05588], [-4.20434, 2.25538, 0.00952], [-5.76427, 2.28795, -0.84442], [0.20952, -0.51110, 4.60868], [4.56311, 3.82107, 2.79706], [-4.29468, -1.27252, 0.73544], [-2.79426, -5.98755, 2.24646], [5.70581, 3.04652, -3.48606], [-0.43786, -1.39268, 2.06822], [3.02353, -2.56261, 0.99004], [-3.22074, -5.33214, 0.94555], [-2.21609, 4.89531, -1.26939], [-2.03743, 5.28996, 0.43226], [5.40918, 1.82503, -4.65805]],
  "atomic_forces_ev_per_a": [[0.22, 0.36, 0.61], [1.59, -0.34, 0.64], [-0.71, -0.47, -0.43], [0.43, -0.08, -0.63], [1.22, 1.36, -0.52], [0.48, -0.01, -0.61], [-0.13, -0.47, 0.05], [0.08, 0.74, 0.55], [-0.02, -0.01, -0.69], [-0.71, 0.58, -0.52], [-1.58, -0.61, -0.17], [-0.03, 0.49, -0.63], [0.60, -1.10, 0.14], [-0.25, -0.25, -0.90], [-0.32, 0.67, -0.07], [1.16, -0.83, 1.30], [-0.23, -0.08, -0.71], [0.99, 2.03, 0.64], [0.33, -1.06, -1.07], [1.39, -0.83, -0.18], [-0.42, -0.26, 1.00], [-0.37, 0.63, -1.67], [-0.02, -0.61, 0.10], [0.45, 0.72, 0.13], [0.45, -0.55, -0.67], [0.24, -0.03, 0.21], [-1.70, 1.81, -2.55], [-0.85, 0.09, -0.02], [0.87, 0.57, -0.94], [0.30, -0.86, 0.94], [-0.91, 0.39, 1.45], [-0.07, -0.61, 2.08], [0.90, -1.36, 0.53], [-0.80, -1.39, 0.80], [0.45, 0.06, -0.36], [0.14, 1.12, -1.51], [-0.83, 0.20, -0.77], [-1.28, 0.59, 0.62], [0.11, 1.34, 1.01], [-0.32, -1.07, 0.95], [-0.56, 0.41, -0.76], [1.31, -0.72, 0.96], [0.95, 0.99, 1.37], [0.76, 0.78, 0.16], [0.37, 1.05, 0.28], [-2.69, -0.28, 1.73], [-0.97, -1.46, 0.36], [0.30, -2.09, -1.29], [-0.03, 0.01, -0.32], [-0.55, -0.16, -0.09], [0.17, -0.03, -0.26], [0.07, 0.01, -0.03], [0.01, -0.06, 0.07], [0.21, -0.01, -0.55], [0.08, -0.40, 0.03], [0.05, -0.06, 0.17], [-0.33, 0.30, -0.08], [0.19, -0.13, -0.16], [-0.26, 0.53, -0.11], [-0.20, -0.01, 0.24], [0.08, 0.14, 0.12], [-0.09, -0.03, 0.08], [0.17, 0.11, -0.01], [0.29, 0.22, 0.08], [-0.31, -0.20, -0.51], [-0.63, -0.38, -0.60], [-0.48, 0.62, 0.68], [0.96, -0.31, -0.49], [-0.58, -0.15, -0.47], [-0.28, -0.45, 0.41], [0.14, -0.23, -0.27], [0.02, 0.05, -0.25], [-0.14, 0.23, -0.05], [0.27, -0.14, 0.14], [0.20, -0.14, 0.41], [-0.09, -0.42, -0.82], [0.07, -0.50, -0.13], [0.18, -0.16, 0.48], [-0.03, 0.09, 0.35], [-0.15, 0.28, 0.20], [0.43, -0.38, -0.32], [-0.06, -0.14, 0.02], [0.41, 0.27, -0.25], [-0.12, -0.04, -0.05], [0.33, 0.75, 0.15], [-0.20, -0.09, 0.09], [-0.17, 0.04, -0.27], [-0.16, 0.97, 0.75], [0.03, -0.25, 0.09], [-0.09, -0.47, -0.23], [0.30, 0.06, 0.04], [0.18, 0.06, 0.05], [-0.09, 0.00, -0.15], [-0.07, 0.11, 0.39], [-0.04, -0.06, 0.38], [0.14, -0.02, -0.44], [0.14, 0.47, -0.16], [0.08, 0.64, -0.86], [0.06, -0.32, -0.18], [-0.48, -0.51, 0.07], [-0.15, -0.11, -0.44], [0.19, -0.18, 0.62], [-0.20, 0.37, 0.35], [-0.04, 0.07, 0.04], [0.07, 0.14, 0.07], [-0.26, -0.35, 0.31], [-0.10, -0.08, -0.01], [0.08, 0.11, -0.34], [-0.36, 0.15, 0.66], [-0.02, -0.21, 0.75], [0.70, -0.77, -0.53], [0.56, 0.40, 0.14], [-0.52, 0.61, -0.04], [-0.32, 0.67, 0.27], [0.17, -0.03, 0.08], [0.20, -0.06, -0.22]],
  "mulliken_charge": [-0.419, -0.376, -0.657, -0.565, -0.355, -0.657, -0.690, 0.301, -0.682, -0.643, -0.149, -0.032, -0.080, -0.450, 0.008, -0.289, 0.168, -0.193, -0.763, -0.463, -0.333, -0.324, -0.327, 1.026, -0.360, -0.009, 0.619, -0.660, -1.254, 1.775, 0.472, -0.315, -0.265, 0.307, 0.542, -1.419, -0.566, -0.508, 0.450, -0.063, -0.765, 0.372, -1.442, 0.366, 0.525, 0.403, -0.788, -0.806, -0.257, 0.217, 0.346, 0.092, 0.109, 0.189, 0.289, -0.121, 0.370, 0.490, 0.283, 0.070, -0.808, 0.414, 0.256, 0.286, 0.437, 0.592, -0.138, 0.567, 0.200, -0.848, 0.155, 0.129, 0.230, 0.191, 0.208, 0.171, -0.039, 0.265, -1.134, 0.550, -0.580, 0.413, 0.267, 0.167, 0.283, 0.361, 0.356, 0.163, 0.414, 0.207, -0.259, 0.084, -0.040, 0.018, 0.326, 0.421, 0.155, -0.048, 0.094, 0.219, 0.219, 0.417, 0.263, -0.004, 0.397, 0.132, 0.221, 0.072, 0.337, 0.311, -0.136, 0.324, 0.313, 0.151, 0.240, 0.296]
}